Record 1
ORCA calculation (ωB97M-V/def2-TZVPD) on a structure of composition C42H51CrN5O3S.

Structure (XYZ):
```
103
Properties=species:S:1:pos:R:3:mulliken_charge:R:1
Cr -0.6582 -0.5846 -1.6832 -0.787
C -0.5671 4.0122 -1.4555 -1.804
C -1.6522 2.9620 -1.6783 1.963
C -2.7061 3.4608 -2.6709 -1.577
C -2.3220 2.5022 -0.4016 0.791
C -2.5700 3.3990 0.6304 -0.716
C -3.2273 2.9949 1.7837 -1.747
C -3.6283 1.6773 1.9141 -0.422
C -3.4021 0.7546 0.8974 0.652
C -3.8415 -0.6822 1.0727 1.102
C -3.1829 -1.3177 2.2987 -1.442
C -5.3628 -0.7887 1.1350 -1.746
C -2.7635 1.1817 -0.2669 -0.243
N -2.4875 0.2571 -1.3038 1.899
C -3.4862 -0.0589 -2.1456 -0.374
O -4.6410 0.3489 -2.1593 -0.762
C -3.0493 -1.0869 -3.1870 0.045
C -3.8708 -1.7059 -4.1135 -0.625
C -3.3042 -2.6699 -4.9424 -0.545
C -1.9580 -3.0106 -4.8353 -0.819
C -1.1973 -2.3436 -3.8896 0.135
N -1.7644 -1.4143 -3.1292 0.471
C 0.2695 -2.6169 -3.5640 -0.280
O 0.8481 -3.5338 -4.1317 -0.733
N 0.7266 -1.7776 -2.6182 1.452
C 2.0314 -1.9422 -2.0879 -0.412
C 3.0451 -1.0522 -2.4561 0.617
C 4.2172 -1.0453 -1.7068 -1.036
C 4.3942 -1.9012 -0.6318 -1.604
C 3.4012 -2.8166 -0.3225 -0.105
C 2.2198 -2.8602 -1.0537 0.843
C 1.1641 -3.8937 -0.7221 1.012
C 1.7267 -5.3090 -0.8392 -1.776
C 0.5332 -3.6474 0.6516 -0.781
C 2.9346 -0.0710 -3.6088 0.338
C 2.4309 -0.6654 -4.9249 -1.705
C 2.1375 1.1834 -3.2524 -0.872
H 0.0328 4.1249 -2.3595 0.461
H 0.0980 3.7328 -0.6377 0.213
H -0.9920 4.9906 -1.2292 0.446
H -1.1767 2.0816 -2.1364 -0.610
H -3.2667 4.2915 -2.2368 0.328
H -3.4193 2.6741 -2.9164 0.354
H -2.2357 3.8108 -3.5901 0.432
H -2.2514 4.4273 0.5288 0.341
H -3.4212 3.7033 2.5783 0.481
H -4.1338 1.3609 2.8169 0.361
H -3.5031 -1.2377 0.1947 -0.298
H -3.4838 -0.8177 3.2197 0.347
H -2.0938 -1.2615 2.2343 0.143
H -3.4628 -2.3676 2.3864 0.481
H -5.7553 -0.2451 1.9966 0.326
H -5.6696 -1.8308 1.2325 0.462
H -5.8164 -0.3741 0.2342 0.375
H -4.9129 -1.4290 -4.1619 0.588
H -3.9230 -3.1743 -5.6717 0.447
H -1.4934 -3.7719 -5.4440 0.596
H 5.0070 -0.3559 -1.9806 0.401
H 5.3134 -1.8775 -0.0619 0.444
H 3.5511 -3.5132 0.4920 0.433
H 0.3664 -3.8023 -1.4630 -0.351
H 2.5079 -5.4908 -0.0998 0.335
H 2.1497 -5.4711 -1.8297 0.405
H 0.9390 -6.0452 -0.6765 0.463
H 1.2887 -3.5372 1.4313 0.314
H -0.1217 -4.4712 0.9356 0.506
H -0.0817 -2.7375 0.6275 -0.329
H 3.9678 0.2495 -3.7873 0.675
H 1.3416 -0.6943 -4.9597 0.196
H 2.7942 -1.6795 -5.0854 0.375
H 2.7669 -0.0420 -5.7546 0.516
H 1.0927 0.9350 -3.0323 -0.224
H 2.1360 1.8814 -4.0906 0.586
H 2.5420 1.6932 -2.3780 0.194
C 4.3832 3.1014 2.7490 -1.353
C 3.8021 2.0259 3.6564 -0.234
C 3.3594 0.7788 2.9107 -0.687
N 2.3066 1.1083 1.9474 0.687
C 1.3821 0.2701 1.4623 -1.431
S 0.7561 0.5178 -0.0615 0.598
N 0.9461 -0.7619 2.2609 0.958
C 0.7427 -0.7834 3.6526 0.049
O 0.7052 -1.8444 4.2264 -0.590
C 0.5362 0.5297 4.3236 0.165
C 1.0278 0.6992 5.6126 -0.625
C 0.8236 1.9011 6.2692 -0.653
C 0.1090 2.9161 5.6477 -0.493
C -0.4099 2.7321 4.3736 -0.850
C -0.1928 1.5397 3.7026 0.590
H 4.8618 3.8854 3.3324 0.413
H 3.6160 3.5874 2.1453 0.319
H 5.1337 2.6889 2.0727 0.315
H 2.9481 2.4194 4.2141 0.014
H 4.5485 1.7205 4.3927 0.412
H 2.9928 0.0364 3.6124 0.383
H 4.1925 0.3294 2.3581 0.503
H 2.5378 1.8463 1.2963 0.329
H 0.6523 -1.6059 1.7827 -0.590
H 1.5622 -0.1123 6.0868 0.464
H 1.2138 2.0447 7.2671 0.390
H -0.0544 3.8518 6.1647 0.424
H -0.9872 3.5128 3.8990 0.426
H -0.6136 1.3972 2.7159 0.446
```

Results
- frontier orbital gap (spin up / spin down) (eV) = 7.709 / 7.987
- 2S+1 = 5
- ⟨S²⟩ = 6.02
- net charge = 0
- energy above the lowest of the compared OMol25 structures with the same formula, charge and spin (eV) = 0.000


Record 2
ORCA calculation (ωB97M-V/def2-TZVPD) on a cluster of 3 separate species, C41H41N2O5 in total at a distorted geometry.

Structure (XYZ):
```
89
Properties=species:S:1:pos:R:3:mulliken_charge:R:1
C -9.6872 -4.8298 -5.5208 -1.191
C -8.5228 -5.5957 -4.7944 -0.430
C -9.0127 -5.9631 -3.3310 -0.614
C -8.5144 -4.9376 -2.2436 -0.858
C -7.5222 -5.5537 -1.2158 -0.712
C -6.1874 -6.0139 -1.9106 -0.377
C -4.9289 -5.7604 -1.0063 -0.993
C -4.5531 -4.2469 -0.8987 -0.623
C -3.2461 -3.8540 -1.7188 -0.258
C -2.5161 -2.7523 -0.8977 -0.914
C -1.5014 -1.8651 -1.6942 -0.137
C -1.9343 -1.4738 -3.1390 -0.366
N -1.6921 -0.0226 -3.2922 -0.555
O -2.1114 0.2856 -4.6357 -0.301
C -3.2513 0.9915 -4.6114 0.624
N -4.0628 1.7895 -4.7685 -0.620
H -10.6302 -5.4103 -5.4159 0.322
H -9.8356 -3.8654 -4.9960 0.288
H -9.4490 -4.6706 -6.5916 0.360
H -7.5963 -4.9936 -4.7402 0.317
H -8.2905 -6.5355 -5.3361 0.273
H -10.1231 -5.8802 -3.3781 0.372
H -8.7917 -7.0209 -3.0791 0.403
H -8.0141 -4.1020 -2.7840 0.380
H -9.4218 -4.5774 -1.7132 0.323
H -7.2694 -4.8405 -0.3973 0.391
H -8.0474 -6.4032 -0.7189 0.367
H -6.2946 -7.1071 -2.0987 0.378
H -6.1072 -5.5002 -2.8908 0.140
H -5.1978 -6.1953 -0.0147 0.327
H -4.0753 -6.3439 -1.4189 0.416
H -4.4355 -4.0079 0.1795 0.364
H -5.3733 -3.5915 -1.2745 0.316
H -3.6099 -3.5273 -2.7081 0.225
H -2.6696 -4.8022 -1.8004 0.302
H -3.2143 -2.1036 -0.3222 0.356
H -1.9240 -3.2903 -0.1149 0.266
H -0.4701 -2.2774 -1.7245 0.374
H -1.4137 -0.9024 -1.1335 -0.075
H -1.2357 -1.9887 -3.8496 0.122
H -3.0168 -1.6415 -3.3690 0.196
C 3.6819 5.0733 1.8461 -0.102
C 3.5589 6.3895 1.4103 -0.693
C 2.5116 6.7497 0.5772 -0.525
C 1.5886 5.7932 0.1658 0.084
C 1.7259 4.4705 0.5833 -0.060
C 2.7677 4.1161 1.4331 -0.577
C 0.7763 3.4236 0.1142 0.449
O 0.9007 2.2735 0.4868 -0.677
C -0.3097 3.8132 -0.8164 0.364
C -1.1726 2.8399 -1.3115 -0.991
C -2.1997 3.1974 -2.1718 -0.671
C -2.3747 4.5288 -2.5350 -0.563
C -1.5149 5.5039 -2.0500 -0.573
C -0.4747 5.1508 -1.1977 0.420
C 0.4580 6.1953 -0.7146 0.692
O 0.3121 7.3622 -1.0318 -0.697
H 4.4957 4.7942 2.5046 0.391
H 4.2808 7.1343 1.7233 0.402
H 2.4149 7.7751 0.2435 0.458
H 2.8690 3.0923 1.7703 0.608
H -1.0448 1.8016 -1.0332 0.642
H -2.8654 2.4381 -2.5601 0.560
H -3.1822 4.8041 -3.2025 0.432
H -1.6524 6.5382 -2.3395 0.444
C 11.7928 2.1852 6.9953 -0.454
C 11.6704 3.5022 6.5619 -0.466
C 10.6236 3.8653 5.7296 -0.532
C 9.7003 2.9106 5.3169 0.198
C 9.8369 1.5854 5.7323 0.130
C 10.8793 1.2288 6.5815 -0.544
C 8.8872 0.5428 5.2613 0.647
O 9.0048 -0.6101 5.6267 -0.666
C 7.7997 0.9368 4.3303 0.207
C 6.9364 -0.0346 3.8342 -0.580
C 5.9095 0.3238 2.9746 -0.731
C 5.7337 1.6563 2.6131 -0.206
C 6.5950 2.6277 3.1008 -0.586
C 7.6353 2.2710 3.9521 0.045
C 8.5715 3.3156 4.4386 0.526
O 8.4228 4.4793 4.1217 -0.660
H 12.6065 1.9047 7.6532 0.394
H 12.3924 4.2459 6.8763 0.392
H 10.5279 4.8915 5.3981 0.464
H 10.9802 0.2042 6.9160 0.466
H 7.0671 -1.0719 4.1150 0.468
H 5.2418 -0.4350 2.5856 0.425
H 4.9265 1.9354 1.9471 0.448
H 6.4581 3.6619 2.8132 0.621
```

Results
- frontier orbital gap (eV) = 2.900
- net charge = -1


Record 3
ORCA calculation (ωB97M-V/def2-TZVPD) on a structure of composition C16H31MgNOP2 at a distorted geometry.

Structure (XYZ):
```
52
Properties=species:S:1:pos:R:3:mulliken_charge:R:1
P -0.2375 -1.4693 -5.6504 0.957
P 0.1075 1.6778 -5.8583 1.589
C -0.4231 -0.6458 -7.3283 -1.173
C 0.3305 0.6920 -7.4083 -1.123
H -1.5048 -0.4991 -7.4792 0.409
H -0.0644 -1.3541 -8.0895 0.567
H 1.4140 0.5433 -7.5612 0.454
H -0.0540 1.3132 -8.2322 0.504
C -1.4436 2.5786 -6.1909 -1.500
H -1.6743 3.2463 -5.3522 0.363
H -2.2764 1.8829 -6.3477 0.301
H -1.2879 3.1769 -7.0990 0.517
C 1.3089 3.0271 -5.9702 -1.452
H 0.9922 3.7084 -6.7708 0.423
H 2.3043 2.6197 -6.1850 0.385
H 1.3396 3.5613 -5.0150 0.319
C -1.2098 -2.9910 -5.9517 -1.429
H -1.1583 -3.6298 -5.0620 0.379
H -0.8031 -3.5266 -6.8227 0.430
H -2.2573 -2.7132 -6.1373 0.366
C 1.4478 -2.1757 -5.8936 -1.509
H 2.2012 -1.3804 -5.9250 0.318
H 1.4613 -2.7346 -6.8375 0.489
H 1.6768 -2.8588 -5.0683 0.378
Mg 0.1138 -2.1362 -0.5982 0.733
C 0.4013 2.5061 -2.4735 -0.710
C -0.9148 2.3030 -2.6719 -0.222
C -1.5512 1.0712 -3.2491 0.257
C -1.6908 -0.1847 -2.3480 -0.680
C -0.6808 -1.2523 -2.6545 -0.812
C 0.6795 -1.0419 -2.7756 -0.478
C 1.2979 0.2229 -3.2190 0.440
C 1.3716 1.3891 -2.1897 -0.620
C 0.8274 -3.4297 0.8864 -1.236
H 0.7673 3.5097 -2.2228 0.455
H -1.6294 3.0932 -2.3911 0.353
H -1.0437 0.7226 -4.1777 -1.076
H -2.5650 1.3616 -3.5627 0.567
H -1.7107 0.0904 -1.2793 0.266
H -2.6885 -0.6059 -2.5518 0.367
H -1.1019 -2.2448 -2.8783 0.857
H 1.3601 -1.9161 -2.7310 0.778
H 0.7978 0.5903 -4.1478 -1.673
H 2.3299 -0.0025 -3.5458 0.673
H 1.2477 0.9975 -1.1608 0.210
H 2.3969 1.8006 -2.2563 0.360
H 1.7785 -3.0303 1.2704 0.252
H 0.9557 -4.4600 0.5423 0.345
H 0.0770 -3.3909 1.6931 0.286
O -0.5668 1.7157 1.4962 -0.629
C -0.3392 0.6636 0.9818 0.858
N -0.1089 -0.3917 0.4575 -0.889
```

Results
- frontier orbital gap (eV) = 7.491
- net charge = 0
- energy above the lowest of the compared OMol25 structures with the same formula, charge and spin (eV) = 0.000


Record 4
ORCA calculation (ωB97M-V/def2-TZVPD) on a structure of composition C42H51BMgN6O4 at a distorted geometry.

Structure (XYZ):
```
105
Properties=species:S:1:pos:R:3:mulliken_charge:R:1
Mg 0.0555 -0.9196 0.8049 1.639
C -5.8820 1.0642 4.2598 -1.611
C -4.8531 0.3452 3.3840 -0.016
C -5.2372 -0.1776 2.1569 -0.660
C -4.3258 -0.8958 1.3279 -0.260
C -5.0338 -1.5946 0.3181 -0.635
N -4.8161 -1.5276 -0.9778 0.024
C -4.0263 -0.5433 -1.6674 0.080
C -4.5826 0.8612 -1.5005 -0.284
C -3.6763 1.9057 -2.1255 -1.027
N -2.4144 2.1038 -1.4145 0.599
C -1.7861 3.2635 -1.2857 -0.262
C -0.5180 3.3429 -0.6920 -0.198
C 0.0577 4.5835 -0.3041 -1.255
C 1.3751 4.7459 0.1139 0.572
C 2.0750 6.0612 0.3509 -1.568
C 2.0452 3.5556 0.3827 -0.680
C 1.5095 2.2733 0.1251 0.571
C 2.3811 1.1489 0.3413 -1.599
N 1.9981 0.0453 0.8815 0.728
C 2.9325 -0.5238 1.8203 -1.263
C 2.4610 -0.4065 3.3338 -0.976
C 1.0402 0.1892 3.5021 -0.827
N -0.0995 -0.4509 2.7889 1.409
C -1.2442 -0.2655 3.4067 -0.415
C -2.5740 -0.4158 2.8959 1.153
C -3.5424 0.1968 3.7517 -1.180
C -2.8694 -0.8911 1.5719 0.699
O -1.9390 -1.0598 0.7302 -1.102
C 0.1752 2.1094 -0.3041 1.202
O -0.4276 0.9779 -0.2861 -0.015
H -6.8698 0.6144 4.1189 0.374
H -5.9420 2.1402 3.9797 0.283
H -5.6306 0.9040 5.3033 0.410
H -6.2795 -0.1325 1.8201 0.472
H -5.9090 -2.1746 0.6056 0.540
H -5.4486 -2.0108 -1.6146 0.368
H -4.0415 -0.8557 -2.7298 0.449
H -3.0347 -0.6294 -1.2295 -0.638
H -4.7119 1.1090 -0.4294 0.086
H -5.5754 0.8966 -1.9675 0.447
H -4.1907 2.8766 -2.0755 0.488
H -3.4558 1.6429 -3.1919 0.262
H -1.8412 1.3334 -0.9568 -0.198
H -2.2290 4.2179 -1.6391 0.399
H -0.5850 5.4688 -0.3512 0.367
H 1.5607 6.6217 1.1236 0.355
H 2.1098 6.6959 -0.5261 0.338
H 3.0866 5.8785 0.7177 0.340
H 2.9959 3.5867 0.8805 0.351
H 3.4259 1.3447 0.0590 0.261
H 3.9206 -0.0712 1.7167 0.532
H 3.1232 -1.5603 1.5577 0.485
H 3.1956 0.2326 3.8565 0.472
H 2.4389 -1.3983 3.7941 0.326
H 1.0666 1.2792 3.2750 0.282
H 0.8070 0.1199 4.5731 0.567
H -1.2136 0.0366 4.4514 0.103
H -3.2286 0.5942 4.6938 0.532
C 1.5250 -3.8311 2.0883 -0.455
N 0.7063 -3.2550 1.0697 0.158
C 0.4260 -3.9078 -0.0238 -0.615
C 0.1230 -3.1378 -1.2130 0.350
C -0.4227 -3.5257 -2.4964 -1.148
C -0.3831 -2.3575 -3.2802 -1.504
C 0.0852 -1.3463 -2.4714 -0.763
N 0.3772 -1.7653 -1.2103 0.316
C 0.7369 -4.6007 3.1382 0.246
C 1.0773 -5.9224 3.4566 -0.784
C 0.2772 -6.6147 4.3879 -0.406
C -0.9038 -6.1030 4.8827 -0.628
C -1.2541 -4.8162 4.4867 -0.474
C -0.4279 -4.0746 3.6807 0.122
H 1.9978 -2.9794 2.5879 -0.441
H 2.3622 -4.4734 1.7335 0.429
H 0.5067 -4.9776 -0.2199 0.362
H -0.8304 -4.4846 -2.7933 0.437
H -0.5799 -2.2812 -4.3225 0.556
H 0.2656 -0.3309 -2.7257 0.947
H 1.9552 -6.4353 3.0922 0.380
H 0.6529 -7.6225 4.6447 0.307
H -1.5080 -6.6529 5.5701 0.413
H -2.2069 -4.4344 4.8072 0.415
H -0.6848 -3.0255 3.4316 0.265
C 4.7841 3.1043 -3.4049 -2.071
C 4.2637 1.6944 -3.6108 1.638
C 5.4537 0.7465 -3.8552 -1.792
O 3.7451 1.2672 -2.2099 -0.701
B 2.4423 1.1123 -2.3867 0.939
O 1.8868 1.2587 -3.6139 -0.746
C 3.0368 1.5660 -4.5258 1.794
C 3.0936 0.3634 -5.4362 -2.085
C 2.6604 2.7977 -5.3555 -1.986
H 5.5359 3.0763 -2.6287 0.491
H 3.9596 3.7472 -3.0680 0.283
H 5.2155 3.5136 -4.3166 0.406
H 6.1770 0.8710 -3.0291 0.407
H 6.0280 0.8372 -4.8096 0.317
H 5.2094 -0.3216 -3.7692 0.370
H 3.1352 -0.5877 -4.8920 0.315
H 3.9387 0.3688 -6.0904 0.417
H 2.1651 0.3352 -6.0275 0.435
H 2.3529 3.6199 -4.7492 0.398
H 1.8036 2.5568 -5.9869 0.436
H 3.4375 3.1662 -6.0415 0.352
```

Results
- frontier orbital gap (spin up / spin down) (eV) = 2.480 / 2.478
- net charge = 0


> Look up the net charge of the second one.

-1